{
  "formula": "C9H23N6",
  "method": "ωB97M-V/def2-TZVPD",
  "elements": ["C", "C", "N", "C", "N", "C", "C", "N", "C", "C", "C", "N", "N", "C", "N", "H", "H", "H", "H", "H", "H", "H", "H", "H", "H", "H", "H", "H", "H", "H", "H", "H", "H", "H", "H", "H", "H", "H"],
  "positions_angstrom": [[2.860, -0.537, 1.968], [2.153, -0.668, 0.617], [1.251, 0.393, 0.458], [0.374, 0.517, -0.718], [0.809, -0.111, -1.891], [0.231, 2.025, -0.954], [-0.833, 2.708, -0.170], [-0.906, -0.082, -0.261], [-1.963, -0.051, -1.310], [-1.892, -1.311, -2.196], [-1.229, -0.776, 0.877], [-2.482, -1.325, 1.079], [-0.369, -0.835, 1.858], [-0.345, -1.760, 2.744], [-0.682, -2.988, 2.612], [2.088, -0.326, 2.681], [3.334, -1.517, 2.240], [3.639, 0.152, 2.062], [1.523, -1.564, 0.693], [2.913, -0.944, -0.231], [1.760, 1.188, 0.570], [1.356, -0.928, -1.704], [1.277, 0.389, -2.601], [1.210, 2.543, -0.810], [-0.215, 2.193, -2.065], [-0.681, 3.676, -0.306], [-0.696, 2.523, 0.898], [-1.851, 2.512, -0.537], [-1.675, 0.866, -1.930], [-2.961, -0.012, -0.874], [-0.816, -1.554, -2.309], [-2.368, -2.241, -1.728], [-2.480, -1.138, -3.077], [-2.847, -1.531, 2.019], [-3.103, -1.425, 0.275], [0.183, -1.535, 3.648], [-0.240, -3.710, 3.207], [-1.104, -3.268, 1.810]],
  "nbo_charge": [-0.610, -0.213, -0.630, 0.451, -0.856, -0.407, -0.607, -0.408, -0.233, -0.634, 0.679, -0.833, -0.526, 0.366, -0.731, 0.207, 0.216, 0.221, 0.166, 0.169, 0.365, 0.375, 0.399, 0.237, 0.212, 0.221, 0.213, 0.207, 0.234, 0.205, 0.246, 0.189, 0.234, 0.432, 0.421, 0.198, 0.428, 0.399],
  "homo_energy_ev": -11.9,
  "gap_ev": 8.93,
  "relative_energy_kcal_mol": 74.1,
  "largest_force_ev_per_a": 4.63,
  "smiles": "CCN[C@](N)(CC)N(CC)/C(N)=N/C=[NH2+]",
  "total_energy_ha": -684.980174,
  "total_charge": 1
}

=====

{
  "formula": "C20H26N5O4PPtS",
  "method": "ωB97M-V/def2-TZVPD",
  "elements": ["Pt", "N", "C", "C", "O", "N", "C", "C", "O", "O", "H", "H", "H", "H", "H", "H", "C", "C", "O", "S", "C", "C", "C", "C", "C", "C", "C", "C", "H", "H", "H", "H", "H", "H", "H", "C", "N", "C", "N", "C", "N", "C", "P", "C", "C", "H", "H", "H", "H", "H", "H", "H", "H", "H", "H", "H", "H", "H"],
  "positions_angstrom": [[-0.154, -0.497, 0.602], [1.734, -2.079, 0.685], [2.090, -2.022, 2.108], [2.136, -0.547, 2.545], [3.101, -0.098, 3.152], [1.042, 0.134, 2.205], [1.091, 1.577, 2.258], [0.778, 1.949, 0.811], [-0.382, 2.387, 0.539], [1.595, 1.686, -0.086], [1.609, -3.037, 0.371], [2.473, -1.651, 0.133], [3.067, -2.477, 2.317], [1.316, -2.543, 2.676], [2.093, 1.912, 2.543], [0.330, 1.982, 2.932], [-10.126, -4.021, -2.951], [-8.896, -3.360, -2.405], [-8.153, -2.640, -3.010], [-8.620, -3.781, -0.700], [-6.979, -3.113, -0.455], [-5.912, -3.998, -0.446], [-4.636, -3.524, -0.244], [-4.412, -2.158, -0.047], [-5.499, -1.278, -0.070], [-6.780, -1.755, -0.266], [-3.097, -1.685, 0.160], [-1.939, -1.338, 0.308], [-9.814, -4.876, -3.550], [-10.654, -3.328, -3.601], [-10.775, -4.370, -2.153], [-6.097, -5.051, -0.593], [-3.793, -4.198, -0.230], [-5.326, -0.222, 0.084], [-7.622, -1.080, -0.272], [-2.214, 3.332, -2.951], [-0.767, 3.087, -3.372], [-0.759, 1.988, -4.424], [-1.433, 0.832, -3.981], [-2.800, 1.141, -3.600], [-2.851, 2.142, -2.552], [-2.369, 1.632, -1.279], [-0.569, 1.153, -1.282], [0.046, 2.698, -2.196], [-0.730, 0.153, -2.897], [-2.728, 3.762, -3.818], [-2.199, 4.052, -2.128], [-0.389, 3.948, -3.780], [0.287, 1.754, -4.646], [-1.251, 2.390, -5.317], [-3.281, 0.232, -3.241], [-3.345, 1.505, -4.477], [-2.942, 0.742, -1.010], [-2.523, 2.381, -0.501], [1.075, 2.507, -2.510], [0.058, 3.518, -1.476], [-1.270, -0.765, -2.653], [0.262, -0.139, -3.254]],
  "nbo_charge": [0.830, -0.824, -0.310, 0.635, -0.650, -0.752, -0.329, 0.770, -0.766, -0.727, 0.381, 0.385, 0.198, 0.211, 0.229, 0.203, -0.718, 0.425, -0.550, 0.199, -0.180, -0.203, -0.186, -0.141, -0.138, -0.212, -0.128, -0.317, 0.246, 0.239, 0.229, 0.221, 0.221, 0.208, 0.222, -0.048, -0.395, -0.049, -0.446, -0.069, -0.446, -0.593, 1.079, -0.562, -0.591, 0.207, 0.227, 0.423, 0.219, 0.209, 0.231, 0.198, 0.263, 0.246, 0.248, 0.264, 0.247, 0.215],
  "homo_energy_ev": [-7.0, -7.1],
  "gap_ev": [6.44, 6.47],
  "largest_force_ev_per_a": 1.61,
  "total_energy_ha": -2211.161174
}

=====

{
  "formula": "C11H14N2OS",
  "method": "ωB97M-V/def2-TZVPD",
  "elements": ["C", "C", "C", "C", "C", "C", "C", "C", "C", "C", "C", "N", "N", "O", "S", "H", "H", "H", "H", "H", "H", "H", "H", "H", "H", "H", "H", "H", "H"],
  "positions_angstrom": [[-2.930, 0.682, 1.031], [-1.594, 0.287, 1.287], [-3.478, 0.659, -0.271], [-1.419, -0.108, -1.087], [-0.817, -0.007, 0.178], [1.626, 2.476, -0.215], [1.068, 2.293, 1.215], [0.625, -0.169, 0.358], [0.284, -2.594, 0.361], [1.845, -1.705, -1.318], [1.310, -1.438, 0.104], [-2.686, 0.268, -1.266], [1.210, 1.471, -0.951], [2.215, 3.487, -0.595], [1.316, 0.628, 1.702], [-3.530, 0.997, 1.964], [-1.089, 0.442, 2.209], [-4.380, 1.141, -0.560], [-0.872, -0.430, -2.023], [1.515, 3.078, 1.864], [0.001, 2.685, 1.082], [-0.392, -2.542, -0.506], [-0.323, -2.505, 1.318], [0.918, -3.408, 0.329], [0.953, -1.796, -1.988], [2.342, -2.674, -1.577], [2.409, -0.837, -1.779], [2.027, -1.620, 0.893], [1.844, 1.236, -1.755]],
  "nbo_charge": [-0.232, -0.174, 0.027, 0.075, -0.206, 0.623, -0.695, 0.183, -0.579, -0.601, -0.351, -0.409, -0.709, -0.621, 0.359, 0.222, 0.233, 0.208, 0.209, 0.273, 0.250, 0.208, 0.219, 0.213, 0.206, 0.238, 0.224, 0.228, 0.383],
  "homo_energy_ev": [-8.7, -8.7],
  "gap_ev": [7.88, 7.88],
  "relative_energy_kcal_mol": 96.6,
  "largest_force_ev_per_a": 3.74,
  "total_energy_ha": -1010.380608
}